Formula: C99H189F6N9O27
Source: OMol25
Level of theory: ωB97M-V/def2-TZVPD

Properties
multiplicity = 1
electronic energy = -7008.55950 hartree
net charge = 0
HOMO = -8.20 eV
HOMO-LUMO gap = 8.5 eV

Cartesian coordinates (Å):
1 C 14.036 14.872 17.462
2 C 13.844 13.768 16.500
3 C 14.969 12.750 16.676
4 C 14.655 11.453 16.085
5 C 13.464 10.808 16.839
6 C 12.179 11.755 16.745
7 N 12.664 13.014 17.173
8 O 11.556 13.897 17.211
9 C 11.537 11.819 15.338
10 C 11.123 11.291 17.673
11 C 13.566 14.362 15.133
12 H 14.923 15.409 17.259
13 H 14.081 14.401 18.453
14 H 13.285 15.610 17.364
15 H 15.815 13.090 16.086
16 H 15.176 12.626 17.763
17 H 15.537 10.747 16.121
18 H 14.350 11.511 15.012
19 H 13.708 10.712 17.881
20 H 13.306 9.896 16.264
21 H 12.380 12.108 14.612
22 H 11.135 10.917 14.927
23 H 10.733 12.577 15.299
24 H 10.811 10.289 17.370
25 H 11.638 11.259 18.675
26 H 10.295 12.025 17.746
27 H 13.682 13.771 14.285
28 H 14.390 15.049 14.973
29 H 12.580 14.811 15.083
30 H 11.609 14.385 16.382
31 C 16.079 15.945 25.443
32 C 14.943 15.886 24.405
33 C 13.662 16.433 25.136
34 C 12.610 16.926 24.062
35 C 13.237 17.824 22.956
36 C 14.353 17.186 22.245
37 N 15.265 16.774 23.365
38 O 16.502 16.371 22.766
39 C 13.830 16.064 21.284
40 C 15.174 18.163 21.345
41 C 14.702 14.409 23.928
42 H 16.963 15.435 25.064
43 H 15.715 15.498 26.390
44 H 16.347 16.966 25.704
45 H 13.307 15.708 25.838
46 H 13.995 17.386 25.644
47 H 11.841 17.513 24.521
48 H 12.180 16.068 23.612
49 H 13.548 18.800 23.368
50 H 12.490 18.165 22.254
51 H 12.895 15.608 21.535
52 H 13.679 16.687 20.378
53 H 14.609 15.357 20.994
54 H 15.631 18.938 21.957
55 H 15.889 17.659 20.666
56 H 14.529 18.520 20.628
57 H 13.788 14.268 23.412
58 H 14.672 13.684 24.781
59 H 15.485 14.000 23.309
60 H 16.294 15.515 22.315
61 C 18.314 17.808 12.551
62 C 17.672 16.925 11.454
63 C 18.775 16.577 10.430
64 C 19.728 15.531 11.030
65 C 18.895 14.345 11.406
66 C 17.882 14.653 12.542
67 N 17.042 15.765 11.977
68 O 16.147 16.206 12.971
69 C 16.868 13.442 12.684
70 C 18.559 15.105 13.837
71 C 16.624 17.750 10.704
72 H 19.250 17.448 12.884
73 H 17.561 18.015 13.362
74 H 18.571 18.743 12.009
75 H 18.206 16.058 9.638
76 H 19.340 17.419 10.025
77 H 20.322 15.762 11.891
78 H 20.491 15.106 10.392
79 H 19.548 13.541 11.749
80 H 18.373 14.040 10.453
81 H 17.374 12.513 12.786
82 H 16.187 13.621 13.544
83 H 16.255 13.340 11.842
84 H 19.035 14.239 14.235
85 H 19.310 15.886 13.718
86 H 17.840 15.352 14.631
87 H 15.844 18.100 11.370
88 H 16.071 17.083 10.076
89 H 16.919 18.541 10.054
90 H 15.333 15.771 12.657
91 C 24.777 19.048 16.362
92 C 25.565 17.788 16.690
93 C 26.746 17.609 15.616
94 C 27.901 18.571 15.824
95 C 28.482 18.328 17.213
96 C 27.417 18.618 18.275
97 N 26.245 17.750 17.956
98 O 25.234 17.666 19.006
99 C 27.891 18.138 19.638
100 C 27.075 20.105 18.395
101 C 24.697 16.456 16.590
102 H 24.199 18.863 15.461
103 H 25.350 19.948 16.193
104 H 23.959 19.298 17.131
105 H 27.065 16.620 15.702
106 H 26.255 17.725 14.628
107 H 27.591 19.616 15.894
108 H 28.565 18.405 15.020
109 H 29.344 18.925 17.442
110 H 28.768 17.296 17.308
111 H 27.200 18.224 20.528
112 H 28.053 17.035 19.523
113 H 28.876 18.615 19.708
114 H 27.824 20.719 18.925
115 H 26.980 20.570 17.431
116 H 26.144 20.231 18.946
117 H 23.877 16.495 17.319
118 H 25.337 15.620 16.926
119 H 24.251 16.287 15.627
120 H 24.961 18.613 19.072
121 C 15.509 22.622 15.074
122 C 14.864 23.249 16.244
123 C 13.376 23.549 16.014
124 C 12.656 24.000 17.196
125 C 12.764 22.916 18.246
126 C 14.127 22.499 18.599
127 N 14.778 22.142 17.267
128 O 16.181 21.739 17.454
129 C 14.857 23.531 19.415
130 C 14.014 21.194 19.460
131 C 15.737 24.481 16.673
132 H 14.984 21.663 14.870
133 H 16.543 22.347 15.170
134 H 15.385 23.266 14.229
135 H 13.321 24.351 15.265
136 H 12.949 22.596 15.610
137 H 11.627 24.173 16.944
138 H 13.011 24.969 17.643
139 H 12.212 22.094 17.855
140 H 12.290 23.176 19.179
141 H 15.963 23.439 19.463
142 H 14.752 24.547 19.123
143 H 14.447 23.478 20.416
144 H 15.060 21.018 19.721
145 H 13.438 21.333 20.360
146 H 13.749 20.296 18.945
147 H 16.627 24.143 17.286
148 H 15.329 25.233 17.383
149 H 15.837 25.074 15.786
150 H 16.179 20.783 17.524
151 C 17.977 9.439 19.615
152 C 18.902 10.444 18.971
153 C 18.363 10.864 17.600
154 C 19.181 12.111 17.200
155 C 18.908 13.290 18.154
156 C 19.459 12.933 19.592
157 N 18.822 11.657 19.879
158 O 19.165 11.226 21.239
159 C 20.979 12.948 19.697
160 C 18.948 14.101 20.486
161 C 20.277 9.780 18.821
162 H 16.977 9.778 19.431
163 H 18.121 9.432 20.665
164 H 18.125 8.421 19.232
165 H 18.473 9.991 16.970
166 H 17.336 11.138 17.713
167 H 18.952 12.380 16.158
168 H 20.309 12.012 17.320
169 H 17.825 13.538 18.115
170 H 19.501 14.159 17.822
171 H 21.157 12.418 20.633
172 H 21.563 12.498 18.834
173 H 21.375 13.953 19.932
174 H 19.565 14.127 21.421
175 H 19.225 15.002 19.940
176 H 17.897 14.029 20.695
177 H 21.119 10.182 18.202
178 H 19.957 8.944 18.182
179 H 20.543 9.311 19.783
180 H 20.097 11.250 21.355
181 C 17.892 18.622 16.114
182 C 18.488 18.097 17.477
183 C 19.717 17.255 17.018
184 C 20.893 17.194 18.130
185 C 21.213 18.550 18.683
186 C 19.955 19.128 19.284
187 N 18.969 19.296 18.249
188 O 17.704 19.718 18.885
189 C 19.554 18.241 20.520
190 C 20.338 20.453 19.883
191 C 17.517 17.184 18.195
192 H 18.596 19.222 15.541
193 H 17.088 19.471 16.301
194 H 17.427 17.828 15.575
195 H 19.490 16.210 16.660
196 H 20.208 17.774 16.254
197 H 21.707 16.659 17.592
198 H 20.667 16.466 18.930
199 H 21.543 19.130 17.789
200 H 22.079 18.532 19.387
201 H 19.127 17.317 20.122
202 H 20.431 18.055 21.105
203 H 18.764 18.645 21.130
204 H 19.508 20.964 20.413
205 H 21.112 20.393 20.637
206 H 20.614 21.208 19.121
207 H 16.860 16.709 17.360
208 H 16.879 17.791 18.822
209 H 17.915 16.304 18.692
210 H 17.762 20.583 19.238
211 C 23.208 14.818 25.573
212 C 23.099 15.599 24.226
213 C 23.504 16.980 24.517
214 C 23.449 17.811 23.184
215 C 24.605 17.171 22.352
216 C 24.274 15.718 21.976
217 N 24.068 14.932 23.309
218 O 23.606 13.586 22.996
219 C 23.126 15.704 20.969
220 C 25.416 15.092 21.229
221 C 21.629 15.457 23.698
222 H 22.650 15.259 26.338
223 H 24.285 14.869 25.818
224 H 22.954 13.731 25.481
225 H 22.950 17.374 25.307
226 H 24.516 17.139 24.882
227 H 23.784 18.851 23.403
228 H 22.576 17.923 22.478
229 H 25.575 17.319 22.825
230 H 24.784 17.729 21.456
231 H 23.558 15.907 19.981
232 H 22.742 14.678 20.827
233 H 22.245 16.371 21.065
234 H 25.041 14.058 21.013
235 H 25.651 15.576 20.280
236 H 26.222 14.956 21.997
237 H 21.149 16.304 23.046
238 H 20.893 15.160 24.471
239 H 21.676 14.533 23.133
240 H 24.410 13.160 23.228
241 C 21.809 19.062 14.152
242 C 22.463 18.953 12.778
243 C 23.405 20.224 12.698
244 C 24.382 20.160 11.486
245 C 25.096 18.804 11.535
246 C 24.171 17.556 11.641
247 N 23.349 17.812 12.861
248 O 22.652 16.639 13.226
249 C 23.336 17.394 10.370
250 C 24.910 16.287 11.829
251 C 21.306 19.074 11.641
252 H 22.498 19.038 14.990
253 H 21.252 18.122 14.142
254 H 21.138 19.910 14.267
255 H 22.756 21.135 12.652
256 H 24.066 20.265 13.564
257 H 25.089 21.003 11.639
258 H 23.996 20.397 10.470
259 H 25.812 18.713 12.362
260 H 25.718 18.538 10.618
261 H 24.088 17.152 9.634
262 H 22.610 16.652 10.377
263 H 22.855 18.335 10.150
264 H 25.740 16.288 11.147
265 H 25.364 16.176 12.816
266 H 24.295 15.357 11.690
267 H 21.590 19.630 10.736
268 H 20.560 19.747 12.080
269 H 20.801 18.124 11.403
270 H 21.994 16.504 12.533
271 C 21.867 14.371 15.520
272 C 23.257 13.684 15.502
273 O 23.588 13.559 14.124
274 C 22.463 13.681 13.420
275 O 22.270 13.490 12.273
276 O 21.398 14.110 14.248
277 F 23.212 12.462 15.980
278 H 22.145 15.430 15.605
279 H 21.274 14.083 16.386
280 H 24.119 14.216 15.987
281 C 12.732 19.545 15.359
282 C 13.868 18.571 14.936
283 O 13.181 17.547 14.363
284 C 11.788 17.566 14.814
285 O 11.039 16.662 14.582
286 O 11.518 18.737 15.388
287 F 14.457 18.022 16.078
288 H 12.654 20.250 14.527
289 H 12.831 19.996 16.360
290 H 14.612 19.038 14.354
291 C 17.927 21.220 10.074
292 C 17.218 21.417 11.436
293 O 15.952 20.940 11.183
294 C 15.738 20.923 9.843
295 O 14.733 20.680 9.315
296 O 16.871 21.193 9.190
297 F 17.229 22.752 11.738
298 H 18.543 20.301 10.111
299 H 18.684 21.981 9.809
300 H 17.731 20.826 12.177
301 C 24.066 23.683 19.476
302 C 22.964 23.538 20.561
303 O 23.251 22.252 21.047
304 C 23.898 21.500 20.108
305 O 24.141 20.364 20.256
306 O 24.272 22.326 19.156
307 F 21.760 23.538 19.924
308 H 24.992 24.026 19.915
309 H 23.831 24.238 18.570
310 H 23.076 24.228 21.405
311 C 19.531 23.351 16.111
312 C 19.559 21.841 16.078
313 O 20.899 21.522 16.288
314 C 21.681 22.558 15.936
315 O 22.865 22.545 15.866
316 O 20.901 23.679 15.723
317 F 19.278 21.416 14.774
318 H 19.251 23.763 17.079
319 H 18.828 23.742 15.362
320 H 18.924 21.320 16.822
321 C 17.198 19.943 23.539
322 C 18.630 20.329 23.802
323 O 18.672 21.688 23.389
324 C 17.644 22.029 22.593
325 O 17.549 22.976 21.885
326 O 16.664 21.041 22.736
327 F 19.487 19.653 23.011
328 H 16.728 19.827 24.469
329 H 17.198 19.012 22.945
330 H 18.918 20.230 24.897

Atomic partial charges in e from the Löwdin method, atoms 1 to 2: atom 1 (C): -0.0423, atom 2 (C): -0.4635